Here is a molecular structure, C47H33AsClN3NiO4S from the OMol25 dataset. Energies are from the ωB97M-V functional and the def2-TZVPD basis.

The geometry in XYZ format:
```
91
Properties=species:S:1:pos:R:3:forces:R:3:lowdin_spin:R:1
Ni 0.903523 0.035069 0.410233 -0.9 -0.1 0.2 1.64
O 4.107162 5.395030 4.992134 0.0 0.0 0.1 0.00
C 4.943598 4.656986 4.234086 -0.1 0.0 0.0 0.00
O 6.126779 4.759759 4.377175 0.1 0.0 0.0 0.00
C 4.321195 3.739694 3.223207 -0.1 0.0 0.0 0.00
C 3.002609 3.305298 3.285857 0.0 0.0 0.0 0.00
C 2.494800 2.452965 2.320620 -0.2 0.0 -0.1 0.00
C 3.291228 2.026714 1.268127 0.1 0.0 0.2 0.00
C 4.626753 2.429825 1.226254 0.1 -0.2 -0.1 0.00
C 5.130051 3.277390 2.192247 0.1 0.1 0.0 0.00
N 2.714907 1.146754 0.302775 0.1 -0.1 0.6 0.03
C 3.222778 1.079298 -0.853122 0.2 0.2 -0.5 0.01
C 2.668497 0.160516 -1.854740 0.0 0.0 -0.2 0.00
C 3.377549 -0.193357 -2.988609 0.2 0.1 0.0 0.00
C 2.814163 -1.109343 -3.864457 0.1 0.0 -0.1 0.00
C 1.547857 -1.593147 -3.597579 -0.1 0.0 0.0 0.00
C 0.894477 -1.165262 -2.448489 -0.1 0.0 0.0 0.00
N 1.451581 -0.323129 -1.587833 0.2 0.0 0.1 0.04
H 3.190618 5.268933 4.725308 0.0 0.0 -0.1 0.00
H 2.347497 3.590687 4.102031 0.0 0.0 0.0 0.00
H 1.469261 2.121385 2.361803 0.0 0.0 0.0 0.00
H 5.296998 2.051979 0.464660 0.0 0.0 0.0 0.00
H 6.161577 3.602543 2.162964 0.0 -0.1 0.0 0.00
H 4.048470 1.722548 -1.152130 0.1 -0.1 -0.1 0.00
H 4.364917 0.221260 -3.157427 -0.1 0.0 0.0 0.00
H 3.359808 -1.439753 -4.739460 0.0 0.0 0.0 0.00
H 1.063270 -2.296468 -4.262753 0.0 0.0 0.1 0.00
H -0.100497 -1.502975 -2.195382 0.0 -0.1 0.1 0.00
S -1.600832 3.424781 1.748893 0.0 -0.1 0.1 0.01
C -1.099273 3.827841 0.167263 0.0 0.0 -0.2 0.01
C -0.386039 2.818806 -0.419320 0.0 0.1 0.1 0.01
C -0.207210 1.676706 0.420912 0.0 0.2 -0.3 0.10
C -0.840441 1.867362 1.612865 -0.1 0.2 0.2 0.01
C -0.804290 0.863937 2.673302 0.1 -0.1 0.0 0.00
C -1.757110 0.767827 3.684916 0.0 0.0 0.0 0.00
C -1.674985 -0.272891 4.588601 0.0 0.0 0.0 0.00
C -0.635696 -1.186883 4.479597 0.0 0.0 0.0 0.00
C 0.282423 -1.013093 3.462369 0.0 0.0 0.0 0.00
N 0.213465 -0.018143 2.578165 0.0 0.2 -0.1 0.04
H -1.360195 4.792562 -0.248361 0.0 -0.1 0.0 0.00
H 0.013144 2.898218 -1.425954 -0.1 0.0 0.1 0.00
H -2.565899 1.487497 3.723892 0.0 -0.1 0.0 0.00
H -2.422913 -0.384021 5.364318 0.0 0.0 0.0 0.00
H -0.550764 -2.027091 5.155374 0.0 0.0 0.0 0.00
H 1.108290 -1.708285 3.354142 0.0 0.0 -0.1 0.00
Cl 5.507595 -4.116382 -0.913063 0.0 0.0 0.0 0.00
C 3.874554 -3.703784 -0.480603 0.0 0.0 0.0 0.00
C 2.825718 -4.492704 -0.927938 0.0 -0.1 0.0 0.00
C 1.525070 -4.151898 -0.587091 0.1 -0.1 -0.1 0.00
C 1.260278 -3.026902 0.183598 0.0 0.1 0.0 0.00
C 2.332315 -2.272117 0.645018 0.0 -0.2 0.0 0.01
C 3.641582 -2.597391 0.316890 0.0 0.0 0.0 0.00
C -0.192173 -2.665595 0.463806 -0.3 0.2 0.1 0.00
O -0.951912 -3.595203 0.694497 0.0 0.2 0.0 0.00
O -0.507964 -1.411006 0.396113 0.5 -0.6 -0.1 0.04
H 3.031280 -5.371055 -1.526942 0.0 0.1 0.0 0.00
H 0.692056 -4.759911 -0.919312 0.0 0.0 0.0 0.00
H 2.173758 -1.444023 1.327838 0.0 0.1 0.1 0.00
H 4.474793 -2.005422 0.675149 0.0 0.0 0.0 0.00
C -5.477826 1.260976 -4.965687 0.0 0.0 0.1 0.00
C -4.614701 2.125624 -4.302762 0.0 0.0 0.0 0.00
C -3.787541 1.642662 -3.297850 0.0 -0.1 0.0 0.00
C -3.826570 0.298659 -2.924236 0.0 0.0 -0.1 0.00
C -4.688190 -0.561490 -3.599240 0.0 0.0 0.0 0.00
C -5.505895 -0.082839 -4.617019 0.0 0.0 0.0 0.00
As -2.603458 -0.247714 -1.476968 -0.3 0.1 -0.2 0.00
C -3.780405 0.245988 -0.008059 0.0 -0.1 0.1 0.00
C -4.124804 1.520695 0.405394 0.0 0.0 0.0 0.00
C -4.952403 1.687567 1.510526 0.0 -0.1 0.0 0.00
C -5.407316 0.574261 2.209282 0.0 0.0 0.0 0.00
C -5.089434 -0.706018 1.776810 0.0 0.0 0.0 0.00
C -4.292754 -0.879901 0.649470 0.0 0.0 -0.1 0.00
C -3.996695 -2.167231 -0.017049 0.0 0.1 0.1 0.00
C -4.457032 -3.415678 0.381105 0.0 -0.1 0.0 0.00
C -4.178212 -4.536080 -0.388883 0.0 0.0 0.1 0.00
C -3.433406 -4.420977 -1.554972 0.0 0.0 0.0 0.00
C -2.949521 -3.178759 -1.943662 0.0 0.0 0.0 0.00
C -3.237991 -2.055640 -1.184499 0.1 -0.1 0.0 0.00
H -6.125179 1.633828 -5.749656 0.0 0.0 0.0 0.00
H -4.581764 3.174340 -4.576156 0.0 0.0 0.0 0.00
H -3.100620 2.317271 -2.793901 0.0 0.0 0.0 0.00
H -4.731675 -1.608060 -3.322238 0.0 0.0 0.0 0.00
H -6.169829 -0.762648 -5.139434 0.0 0.0 0.0 0.00
H -3.755015 2.385536 -0.133311 0.0 0.0 0.0 0.00
H -5.237563 2.683459 1.827595 0.0 0.0 0.0 0.00
H -6.027006 0.707510 3.088485 0.0 0.0 0.0 0.00
H -5.473439 -1.566045 2.312800 0.0 0.0 0.0 0.00
H -5.031680 -3.522490 1.293568 0.0 0.0 0.0 0.00
H -4.541208 -5.506946 -0.072949 0.0 0.0 0.0 0.00
H -3.220165 -5.298691 -2.153034 0.0 0.0 0.0 0.00
H -2.352452 -3.091360 -2.846914 0.0 0.0 0.0 0.00
```
Positions in Å, forces in eV/Å.

ΔE to the lowest compared entry with this formula, charge and spin ... 0.440 eV
Molar mass ... 904.9 g/mol
Gap between HOMO and LUMO (alpha / beta) ... 6.44 / 6.41 eV
HOMO (alpha / beta) ... -7.82 / -7.84 eV
Multiplicity ... 3
F_max ... 0.901 eV/A
⟨S²⟩ ... 2.01
Calculated total energy ... -187175.968 eV

---

Here is 8 unconnected molecules or ions with the total composition C47H35O16P at a distorted geometry from the OMol25 dataset. Energies are from the ωB97M-V functional and the def2-TZVPD basis.

The geometry in XYZ format:
```
99
Properties=species:S:1:pos:R:3:forces:R:3:lowdin_charge:R:1
C 1.369424 7.447796 6.772560 -0.2 0.2 -0.7 0.04
C 1.035610 8.601536 6.865729 -0.7 0.3 0.6 -0.41
P 0.400241 10.275649 6.878985 1.0 0.2 -0.7 0.85
C -1.161958 10.106432 5.876095 -0.5 -0.6 1.1 -0.38
C -2.420232 9.805889 6.722566 1.2 0.5 0.0 -0.23
O -2.347695 8.417659 7.086333 -0.3 -0.4 -0.7 -0.05
C -3.494733 7.737624 6.942233 -0.4 -0.1 0.3 -0.35
O -4.590837 8.206975 7.027537 -0.2 0.3 -0.2 0.08
H 1.569971 6.455357 6.438138 0.3 -0.2 0.5 0.00
H -0.067894 10.448693 8.204126 -0.2 -0.5 -0.1 -0.06
H -1.295202 11.021405 5.306372 0.0 0.0 -0.1 0.06
H -1.023604 9.248565 5.220033 0.1 0.2 -0.3 0.08
H -3.320593 10.037008 6.163204 -0.2 -0.1 0.2 0.12
H -2.348490 10.381441 7.643407 -0.5 0.2 0.0 0.11
H -3.369099 6.670758 6.730937 0.6 0.0 0.2 0.15
C 2.375828 2.875322 2.576489 0.0 -0.1 0.1 0.02
C 2.289464 2.931287 3.902788 0.0 0.0 -0.1 0.03
C 2.628280 4.171316 4.641232 0.0 0.0 0.0 -0.38
O 2.551174 4.224738 5.851706 -0.1 0.1 0.0 0.09
C 3.066575 5.346672 3.847698 0.0 0.0 -0.1 0.02
C 3.153315 5.289559 2.521343 0.0 0.1 0.1 0.02
C 2.813769 4.048587 1.782225 0.0 0.0 -0.1 -0.38
O 2.891304 3.995261 0.573039 0.0 0.0 0.0 0.10
H 2.134239 1.979118 2.018847 0.0 0.0 0.0 0.11
H 1.972711 2.085852 4.499866 0.0 0.0 0.0 0.13
H 3.309281 6.241981 4.406989 0.0 0.0 0.0 0.12
H 3.471596 6.133873 1.923313 0.0 0.0 0.0 0.12
C 2.991726 -2.052303 -1.572960 0.0 0.0 0.0 0.03
C 2.903796 -1.991916 -0.247151 0.0 -0.1 0.0 0.03
C 3.244265 -0.749498 0.487528 0.0 0.0 0.0 -0.38
O 3.165106 -0.694269 1.698687 -0.1 0.0 0.0 0.09
C 3.683389 0.421119 -0.307956 0.0 0.0 0.0 0.03
C 3.770499 0.362526 -1.634562 0.1 0.0 0.1 0.03
C 3.430717 -0.880570 -2.369530 0.0 0.0 0.0 -0.37
O 3.507249 -0.938904 -3.579926 0.0 0.0 0.0 0.09
H 2.748622 -2.949227 -2.128604 0.0 0.0 0.0 0.12
H 2.582984 -2.836719 0.349339 0.0 0.0 0.0 0.10
H 3.925447 1.317786 0.248628 0.0 0.0 0.0 0.11
H 4.085445 1.206444 -2.234040 -0.1 0.0 0.0 0.11
C 2.635710 1.409902 -7.094674 0.0 0.0 0.1 0.03
C 2.549065 1.470992 -5.768120 -0.1 -0.1 -0.1 0.02
C 2.888591 2.713528 -5.033628 0.0 0.0 0.0 -0.38
O 2.812021 2.772207 -3.823883 0.0 0.0 0.0 0.10
C 3.326195 3.885558 -5.831036 0.0 0.1 -0.1 0.02
C 3.412405 3.823922 -7.157101 0.0 0.0 0.1 0.02
C 3.072909 2.580477 -7.893372 0.0 0.0 -0.1 -0.39
O 3.149688 2.526759 -9.102012 0.0 0.0 0.0 0.11
H 2.394300 0.513140 -7.650643 0.0 0.0 0.0 0.12
H 2.235319 0.627750 -5.167169 0.1 0.0 0.0 0.11
H 3.568030 4.781892 -5.274071 0.0 0.0 0.0 0.12
H 3.729791 4.666399 -7.758241 0.0 0.0 0.0 0.12
C -1.306367 -5.277215 2.328999 0.0 0.0 0.0 0.03
C -0.419260 -5.232487 1.340210 0.0 0.0 0.0 0.02
C 1.033815 -5.168616 1.612115 0.0 -0.1 0.0 -0.40
O 1.839978 -5.121290 0.701139 0.0 0.1 0.0 0.06
C 1.466831 -5.157093 3.027962 0.0 0.1 0.1 0.01
C 0.582768 -5.201836 4.020227 0.1 0.0 0.0 0.02
C -0.873807 -5.267164 3.749285 0.0 0.0 0.1 -0.38
O -1.682655 -5.308761 4.651258 0.0 0.0 0.0 0.11
H -2.370903 -5.324402 2.146256 0.0 0.0 0.0 0.10
H -0.715597 -5.239999 0.298645 0.0 0.0 0.0 0.11
H 2.533788 -5.112324 3.203494 0.0 0.0 0.0 0.13
H 0.878461 -5.195864 5.061276 0.0 0.0 0.0 0.12
C -3.448383 -4.423120 -1.709990 0.0 0.0 -0.1 0.02
C -3.940730 -3.471769 -2.498270 0.1 0.0 0.0 0.03
C -5.194867 -2.760027 -2.149902 0.0 0.0 0.0 -0.37
O -5.641980 -1.892603 -2.870191 0.0 0.0 0.1 0.10
C -5.879255 -3.147253 -0.892369 0.0 0.0 0.1 0.03
C -5.385777 -4.098734 -0.103937 -0.1 0.1 0.0 0.03
C -4.131037 -4.809062 -0.451186 0.0 0.0 0.0 -0.37
O -3.675581 -5.672823 0.269621 0.0 0.0 -0.1 0.09
H -2.535541 -4.955819 -1.945122 0.0 0.0 0.0 0.12
H -3.458010 -3.173772 -3.420868 0.0 0.0 0.0 0.13
H -6.791990 -2.614530 -0.658331 0.0 0.0 0.0 0.12
H -5.867494 -4.396691 0.818546 0.0 0.0 0.0 0.13
C -5.383167 1.516319 -4.587667 0.0 -0.1 0.0 0.03
C -4.641326 0.475462 -4.957296 0.0 0.0 0.0 0.02
C -3.871390 0.492612 -6.224319 0.0 0.0 0.0 -0.38
O -3.194993 -0.456401 -6.562119 0.0 0.0 0.0 0.10
C -3.957172 1.712873 -7.064230 0.0 0.1 0.0 0.02
C -4.699040 2.753424 -6.694092 0.1 0.0 -0.1 0.02
C -5.470079 2.736975 -5.425548 -0.1 0.0 0.0 -0.39
O -6.144032 3.686780 -5.088686 0.0 0.0 0.0 0.10
H -5.953811 1.522907 -3.667766 0.0 0.0 0.0 0.12
H -4.569136 -0.423609 -4.359926 0.0 0.0 0.0 0.09
H -3.386703 1.704143 -7.984363 0.0 0.0 0.0 0.12
H -4.776505 3.653017 -7.291249 0.0 0.0 0.0 0.12
C 2.050236 -8.403660 -0.024321 0.0 0.0 -0.1 0.03
C 2.308590 -9.291886 -0.981260 0.0 0.1 0.1 0.03
C 2.248114 -10.750353 -0.716320 0.0 0.0 -0.1 -0.39
O 2.484784 -11.559352 -1.586844 0.0 0.0 0.0 0.11
C 1.887278 -11.182455 0.657086 0.0 0.0 0.1 0.02
C 1.629011 -10.295529 1.614393 0.0 -0.1 0.0 0.02
C 1.689349 -8.838391 1.347069 0.0 0.0 0.0 -0.36
O 1.450718 -8.030424 2.221987 0.0 -0.1 0.0 0.11
H 2.090807 -7.335028 -0.195337 0.0 0.0 0.0 0.10
H 2.573795 -8.998083 -1.988793 0.0 0.0 0.0 0.12
H 1.848172 -12.250455 0.829142 0.0 0.0 0.0 0.12
H 1.364411 -10.588993 2.622297 0.0 0.0 0.0 0.12
```
Positions in Å, forces in eV/Å.

Molar mass ... 886.8 g/mol
Gap between HOMO and LUMO ... 6.77 eV
HOMO ... -8.81 eV
Multiplicity ... 1
F_max ... 1.329 eV/A
Calculated total energy ... -91344.610 eV